(1)
C12H12NSe | ωB97M-V/def2-TZVPD

CARTESIAN COORDINATES (ANGSTROEM)
C1 -2.176 -3.025 0.214
C2 -2.678 -2.231 -0.820
C3 -1.570 -2.372 1.336
C4 3.256 0.641 0.677
C5 2.324 -0.202 0.225
C6 3.124 2.046 0.450
C7 -2.468 -0.865 -0.819
C8 -1.279 -1.019 1.285
C9 1.188 0.304 -0.443
C10 1.987 2.483 -0.241
C11 -1.843 -0.278 0.241
C12 -0.257 2.104 -0.893
N1 1.043 1.647 -0.522
Se1 -1.664 1.615 0.372
H1 -2.495 -4.107 0.326
H2 -3.268 -2.544 -1.747
H3 -1.055 -2.919 2.123
H4 3.831 0.150 1.422
H5 2.392 -1.273 0.264
H6 3.996 2.735 0.496
H7 -2.603 -0.197 -1.636
H8 -0.865 -0.627 2.167
H9 0.325 -0.170 -0.816
H10 1.809 3.498 -0.204
H11 -0.516 1.405 -2.399
H12 -0.537 3.201 -1.058

The HOMO energy comes out at -12.332 eV. Its orbital gap is 0.2794 Ha. The value obtained for the energy relative to the best compared isomer or geometry (same formula, charge and spin) is 8.9 kcal per mole. Its total charge is +1.

***

(2)
C5H6N2O2S | ωB97M-V/def2-TZVPD

CARTESIAN COORDINATES (ANGSTROEM)
C1 -0.054 0.021 1.604
C2 0.270 1.049 -0.620
C3 -0.366 -1.367 1.172
C4 0.198 1.110 0.797
C5 0.324 -0.145 -1.236
N1 -0.166 -1.935 0.065
N2 -0.048 2.256 1.475
O1 0.591 -2.368 -2.419
O2 -0.980 -0.641 -3.454
S1 0.351 -0.884 -2.910
H1 -0.140 0.218 2.723
H2 0.379 1.877 -1.294
H3 -0.704 -2.095 1.957
H4 0.203 -2.515 -1.401
H5 -0.143 2.266 2.422
H6 0.284 3.153 1.118

The HOMO energy (alpha / beta) comes out at -8.766 / -8.633 eV. Its orbital gap (alpha / beta) is 0.2983 / 0.2931 Ha. The value obtained for the energy relative to the best compared isomer or geometry (same formula, charge and spin) is 149.8 kcal per mole.